[1]
The following is a quantum chemistry calculation of a 2-piece molecular cluster, C4H9O2 overall, from OMol25.

The value obtained for the energy relative to the best compared isomer or geometry (same formula, charge and spin) is 6.6 kcal/mol. The total charge is -1.

Each line ends with the natural charge from an NBO analysis.
Positions of all 15 atoms, in Å:
C  1.5442  -1.4093  0.6934  -0.74
C  1.9735  -0.0811  1.3763  0.76
O  2.1959  0.8694  0.5979  -0.79
O  2.0295  -0.1120  2.6251  -0.79
H  0.6474  -1.8430  1.1461  0.19
H  2.3357  -2.1555  0.5942  0.19
H  1.2619  -1.2040  -0.3351  0.18
C  -1.9964  0.9695  -0.3125  -0.60
C  -0.9816  0.5097  -1.3771  -0.60
H  -2.8511  1.4707  -0.7720  0.18
H  -2.2764  0.1318  0.3192  0.20
H  -1.5495  1.7311  0.3318  0.21
H  -1.5452  -0.0141  -2.1541  0.17
H  -0.3203  -0.2140  -0.9129  0.23
H  -0.4675  1.3509  -1.8203  0.21

Cartesian forces, eV/Å:
-0.4 0.0 -0.7
-0.1 -0.4 0.1
0.1 0.2 -0.1
0.1 0.0 0.0
0.3 -0.1 0.4
0.1 0.0 0.5
0.1 0.2 -0.2
0.7 0.7 -0.2
-1.2 -0.4 0.4
-0.2 -0.3 0.1
-0.4 0.0 0.0
0.1 -0.2 0.1
0.2 0.0 -0.2
0.4 0.3 -0.2
0.4 0.0 0.0

***

[2]
The following is a quantum chemistry calculation of C53H56BrN13OSeTi as an isolated structure, from OMol25.

Its total energy is -8665.29442 Ha.

Each line ends with the Löwdin charge.
Positions of all 126 atoms, in Å:
Ti  -0.1825  0.7224  0.5323  1.22
C  2.5955  -0.1616  -5.3030  -0.08
C  1.8369  -1.2116  -4.4795  -0.19
C  0.8878  -0.5484  -3.5335  -0.14
C  -0.3932  -0.1613  -3.7787  -0.13
C  -1.1686  -0.2506  -5.0567  -0.18
C  -2.2975  -1.2899  -5.0405  -0.08
C  -0.8698  0.4414  -2.5589  -0.22
N  0.1059  0.4615  -1.6001  0.06
C  1.1958  -0.1220  -2.1921  -0.22
C  2.4424  -0.2542  -1.6178  0.07
C  2.8152  0.2697  -0.3974  -0.23
C  4.1183  0.0762  0.1959  -0.13
C  5.2250  -0.7273  -0.4063  -0.18
C  6.0392  0.0804  -1.4242  -0.07
C  4.0986  0.7418  1.3807  -0.13
C  2.7833  1.3332  1.4908  -0.21
C  2.3665  2.0745  2.5774  0.07
C  1.0943  2.5764  2.7408  -0.21
N  0.0907  2.4704  1.8205  0.05
C  -0.9804  3.1089  2.3846  -0.24
C  -2.2377  3.2066  1.8238  0.06
C  -2.6338  2.6061  0.6476  -0.21
N  -1.8351  1.8395  -0.1630  0.04
C  -2.5907  1.5946  -1.2759  -0.25
C  -2.1430  0.9511  -2.4076  0.05
C  -3.9064  2.1713  -1.1488  -0.15
C  -3.9389  2.7919  0.0625  -0.12
C  -5.0510  3.5798  0.6765  -0.18
C  -4.8987  5.0777  0.3811  -0.07
C  -4.9671  2.1246  -2.2018  -0.19
C  -4.7582  3.2212  -3.2558  -0.07
C  -0.6509  3.6108  3.6970  -0.13
C  0.6473  3.2727  3.9239  -0.12
C  1.4648  3.4994  5.1534  -0.18
C  2.2944  4.7867  5.0843  -0.08
C  -1.6263  4.2426  4.6355  -0.19
C  -1.8767  5.7291  4.3568  -0.08
N  2.0164  1.0355  0.4026  0.07
C  5.1601  0.8014  2.4325  -0.19
C  6.0007  2.0818  2.3733  -0.08
H  3.2865  -0.6342  -6.0018  0.07
H  3.1614  0.5005  -4.6473  0.07
H  1.8874  0.4414  -5.8715  0.07
H  2.5459  -1.8398  -3.9370  0.10
H  1.2733  -1.8600  -5.1539  0.11
H  -0.4849  -0.4934  -5.8721  0.10
H  -1.5935  0.7322  -5.2791  0.12
H  -1.8906  -2.2980  -4.9585  0.07
H  -2.8650  -1.2265  -5.9694  0.07
H  -2.9811  -1.1307  -4.2071  0.06
H  3.1932  -0.7856  -2.1868  0.12
H  4.8036  -1.6183  -0.8776  0.11
H  5.8944  -1.0661  0.3864  0.11
H  5.3894  0.5032  -2.1908  0.07
H  6.7829  -0.5556  -1.9049  0.07
H  6.5565  0.8994  -0.9245  0.07
H  3.0855  2.2765  3.3590  0.11
H  -2.9693  3.7989  2.3546  0.11
H  -2.8191  0.8734  -3.2464  0.11
H  -5.0617  3.4202  1.7562  0.11
H  -6.0021  3.2233  0.2780  0.11
H  -3.9599  5.4500  0.7915  0.07
H  -5.7220  5.6474  0.8121  0.07
H  -4.8840  5.2492  -0.6947  0.06
H  -5.9463  2.2631  -1.7403  0.11
H  -4.9692  1.1497  -2.6964  0.10
H  -4.8452  4.2066  -2.7994  0.06
H  -5.4999  3.1443  -4.0515  0.07
H  -3.7637  3.1466  -3.6965  0.07
H  2.1301  2.6496  5.3177  0.11
H  0.7943  3.5544  6.0127  0.11
H  2.9937  4.7525  4.2482  0.07
H  2.8616  4.9168  6.0064  0.07
H  1.6465  5.6530  4.9516  0.07
H  -1.2601  4.1367  5.6577  0.11
H  -2.5690  3.6944  4.5728  0.11
H  -0.9699  6.3121  4.5202  0.07
H  -2.6514  6.1049  5.0260  0.07
H  -2.1995  5.8948  3.3282  0.07
H  5.8174  -0.0615  2.3097  0.11
H  4.6975  0.7192  3.4189  0.11
H  6.5127  2.1570  1.4141  0.07
H  6.7500  2.0762  3.1654  0.07
H  5.3716  2.9638  2.4961  0.07
Br  -2.9844  -8.0080  -1.4340  0.72
C  -1.1606  -7.6232  -1.0648  -0.69
C  -0.1981  -7.9281  -2.0125  -0.13
C  1.1194  -7.5891  -1.7705  -0.04
C  1.4725  -6.8971  -0.6111  -0.29
C  0.4997  -6.6604  0.3614  -0.02
C  -0.8139  -7.0323  0.1392  -0.12
N  2.8297  -6.5672  -0.4300  0.07
N  3.2992  -5.4570  -0.1069  0.08
C  2.6065  -4.2324  -0.0048  -0.22
C  3.0071  -3.4486  1.0570  -0.01
C  2.3034  -2.3121  1.4442  0.01
C  1.1550  -1.9056  0.7875  -0.26
O  0.4820  -0.8302  1.1535  -0.18
C  0.7300  -2.6847  -0.3547  -0.15
N  -0.4237  -2.3368  -0.9417  0.13
C  -0.8247  -3.0016  -1.9898  -0.12
C  -0.0091  -3.9346  -2.6521  -0.04
C  1.1891  -4.2711  -2.0904  -0.02
C  1.5227  -3.7649  -0.8158  -0.09
H  -0.4742  -8.4162  -2.9368  0.10
H  1.8911  -7.8054  -2.4983  0.12
H  0.7710  -6.1812  1.2936  0.12
H  -1.5694  -6.8318  0.8863  0.11
H  3.8558  -3.7827  1.6407  0.12
H  2.6436  -1.7217  2.2853  0.13
H  -1.8169  -2.7626  -2.3592  0.11
H  -0.3149  -4.3607  -3.5988  0.11
H  1.8825  -4.9055  -2.6211  0.12
N  -4.2743  -2.3796  3.1359  0.13
N  -3.9141  -1.8331  1.9342  -0.28
N  -4.7936  -1.2884  1.1269  0.13
C  -4.0191  -0.9453  0.1040  -0.20
N  -2.7346  -1.2577  0.3120  0.02
N  -2.6949  -1.8470  1.4824  0.07
H  -5.1785  -2.0232  3.4058  0.09
H  -3.5625  -2.1927  3.8356  0.04
H  -4.3967  -0.4889  -0.7912  0.09
Se  -1.9811  0.0425  4.9920  0.58
C  -1.5627  0.2554  3.3187  -0.90
N  -1.3588  0.4148  2.1803  -0.03

Cartesian forces, eV/Å:
1.0 1.9 0.2
0.0 -0.2 0.0
0.0 0.4 -0.1
-0.1 -0.1 0.0
0.1 0.1 0.2
-0.1 -0.2 0.1
0.1 0.1 -0.1
-0.1 0.0 -0.2
-0.3 -0.1 0.5
0.2 -0.1 0.0
-0.1 0.1 0.0
0.2 0.1 -0.1
0.0 0.1 0.1
0.0 0.2 0.0
0.0 -0.2 0.1
-0.1 -0.1 0.0
0.2 0.1 0.0
-0.1 -0.1 0.0
0.2 0.1 0.1
-0.1 -0.3 -0.4
0.0 0.2 0.1
0.1 -0.2 -0.1
-0.1 0.2 0.2
-0.1 -0.2 0.0
-0.1 0.1 -0.3
0.1 -0.1 0.2
0.0 0.0 0.1
0.1 -0.1 -0.1
0.2 0.2 -0.1
-0.1 -0.1 0.1
0.1 0.2 -0.1
-0.1 -0.1 0.0
0.1 -0.1 0.0
-0.1 -0.1 -0.1
0.0 0.2 -0.1
0.0 -0.1 0.1
0.0 0.2 -0.1
0.0 -0.1 0.1
-0.4 0.0 0.0
0.1 0.2 -0.1
0.0 -0.1 0.1
0.0 0.0 0.0
0.0 0.0 0.0
0.0 0.1 0.0
-0.1 -0.1 0.0
0.0 -0.1 0.1
0.0 0.1 0.0
0.0 0.0 -0.1
0.0 0.0 0.0
-0.1 -0.1 0.0
0.0 0.0 0.0
0.0 0.0 0.0
0.1 -0.1 0.0
0.0 -0.1 0.0
0.0 0.0 0.0
0.0 0.0 0.0
0.0 0.1 -0.1
0.0 -0.1 0.1
-0.1 -0.1 0.0
0.0 0.0 0.0
-0.1 -0.1 0.0
0.0 0.0 0.1
0.0 0.1 0.0
0.0 0.0 0.0
0.0 0.1 0.0
0.0 -0.1 0.0
-0.1 0.0 0.1
0.0 0.0 0.0
0.0 0.0 0.0
0.0 0.0 0.0
-0.1 0.0 0.1
0.0 -0.1 0.0
0.0 0.0 0.0
0.0 0.1 0.0
0.0 0.0 0.0
-0.1 -0.1 0.0
0.0 0.0 0.1
0.0 0.0 0.0
0.0 0.1 0.0
0.0 0.0 0.0
0.0 0.0 0.1
0.0 -0.1 0.0
0.0 0.1 0.0
0.0 0.1 0.0
0.0 0.0 0.0
0.1 0.0 0.1
-0.1 -0.1 0.0
-0.1 0.0 -0.1
0.3 0.2 0.1
-0.8 0.4 -0.1
0.3 0.1 0.0
-0.1 0.1 -0.1
0.9 0.3 0.3
0.3 -0.6 -0.5
-0.6 0.4 0.3
0.0 -0.6 -0.2
-0.6 0.8 0.2
0.7 -0.9 -0.2
0.0 -1.3 -0.4
0.3 0.0 0.3
-0.2 -0.1 -0.1
0.0 0.1 0.1
0.1 -0.1 -0.2
-0.2 -0.1 0.1
0.0 0.0 0.1
0.0 0.0 0.0
0.0 -0.1 0.0
0.0 0.1 0.0
0.0 0.0 0.0
0.0 0.0 0.0
0.0 0.0 0.0
0.0 0.0 -0.1
0.0 0.0 0.0
0.0 -0.3 0.1
0.0 -0.8 0.4
0.1 0.5 -0.5
-0.3 0.0 0.0
0.1 -0.1 0.2
-0.4 0.1 -0.2
0.0 -0.4 0.3
0.0 0.2 -0.1
0.0 0.3 -0.1
0.0 0.1 0.0
-0.2 -0.2 1.1
0.0 0.2 -1.3
-0.1 0.0 0.4

***

[3]
The following is a quantum chemistry calculation of an isolated molecule of C6H9NO, from OMol25.

The value obtained for the energy relative to the best compared isomer or geometry (same formula, charge and spin) is 98.5 kcal/mol.

Each line ends with the natural charge from an NBO analysis.
Positions of all 17 atoms, in Å:
O  2.2324  0.7110  -0.8912  -0.54
C  1.6196  -0.2814  -0.5299  0.45
C  0.6191  -0.3060  0.5740  -0.26
C  0.0951  1.1247  0.6921  -0.38
C  -0.7985  1.2496  -0.6241  -0.24
N  -0.9303  -0.1793  -1.1001  -0.62
C  -0.6773  -0.8454  0.1296  -0.03
C  0.3101  -1.7094  0.8538  -0.34
H  1.6757  -1.1766  -1.1835  0.12
H  0.8488  1.9381  0.6568  0.24
H  -0.5753  1.2816  1.5471  0.21
H  -1.7491  1.7233  -0.3841  0.18
H  -0.2819  1.8946  -1.3299  0.21
H  -1.8093  -0.3087  -1.5435  0.37
H  -1.4519  -0.6116  0.8360  0.16
H  0.8899  -2.5190  0.3897  0.24
H  -0.0172  -1.9855  1.9072  0.23

Cartesian forces, eV/Å:
-0.3 -1.0 0.8
0.1 1.1 -2.0
1.6 2.6 -0.6
-0.3 1.7 0.8
0.9 -0.3 0.4
1.0 0.8 -0.7
-1.3 -1.8 -0.3
-1.2 -2.4 2.0
0.2 -0.2 0.5
-0.2 -0.7 0.3
0.5 -0.1 0.0
-0.2 -0.2 0.0
0.0 -0.2 -0.4
-0.8 -0.5 -0.1
-0.3 0.1 0.6
0.2 0.8 0.2
0.2 0.2 -1.6

***

[4]
The following is a quantum chemistry calculation of a 2-piece molecular cluster, C9H19O5 overall, from OMol25.

The value obtained for the energy relative to the best compared isomer or geometry (same formula, charge and spin) is 0.0 kcal/mol. Its multiplicity is 2.

Each line ends with the Löwdin spin population.
Positions of all 33 atoms, in Å:
O  2.0274  -1.4016  -0.7646  0.00
C  2.4852  -1.3617  0.3509  0.00
C  1.6836  -1.3253  1.6272  0.00
O  0.3072  -1.2404  1.4869  0.00
C  -0.3503  -2.4232  1.0837  0.00
C  -1.8335  -2.1860  0.9365  0.00
H  2.0201  -0.4276  2.1731  0.00
H  3.5868  -1.3544  0.5151  0.00
H  1.9766  -2.2129  2.2231  0.00
H  -0.1861  -3.2149  1.8393  0.00
H  0.0538  -2.7841  0.1234  0.00
H  -2.2978  -3.0918  0.5225  0.00
H  -2.2783  -2.0085  1.9301  0.00
O  -2.2691  -1.0395  0.0129  0.01
C  -2.3726  0.2008  0.6817  0.01
H  -2.9519  0.8851  0.0473  0.01
H  -2.9579  0.1150  1.6125  0.00
H  -1.3706  0.6153  0.8663  0.00
C  -2.2176  0.8592  -2.5113  0.64
O  -1.1951  1.6577  -2.1167  0.22
C  0.0677  1.0205  -2.0393  0.01
C  1.0732  1.8638  -1.3014  0.00
O  0.7474  1.9223  0.0620  0.00
C  1.7564  2.4883  0.8556  0.00
H  -3.1760  1.3797  -2.5516  0.04
H  -1.9710  0.0029  -3.1473  0.05
H  0.4272  0.8227  -3.0626  0.00
H  -0.0255  0.0524  -1.5227  0.00
H  1.1043  2.8846  -1.7252  0.00
H  2.0631  1.3911  -1.4425  0.00
H  1.4133  2.4713  1.8973  0.00
H  2.6940  1.9085  0.7791  0.00
H  1.9660  3.5306  0.5589  0.00

Cartesian forces, eV/Å:
0.2 0.1 0.5
-0.1 -0.1 -0.6
0.0 -0.1 0.2
-0.3 0.4 0.0
0.4 -0.2 -0.8
-1.3 1.7 -0.7
-0.1 -0.3 0.0
-0.1 0.0 0.0
0.1 0.2 0.0
-0.2 0.1 -0.2
0.0 0.2 0.2
0.2 0.3 0.0
0.1 0.1 -0.3
0.9 -2.5 1.5
0.0 0.3 0.2
0.4 -0.3 -0.1
0.3 -0.1 0.0
-0.4 0.1 0.1
0.1 0.2 -0.4
-0.2 0.2 0.3
0.1 -0.7 -0.1
0.2 0.3 -0.4
-0.2 -0.2 0.3
0.1 0.1 0.0
0.4 -0.3 -0.1
-0.2 0.2 0.3
0.0 0.1 0.2
-0.1 0.2 -0.1
0.1 -0.2 0.1
-0.2 0.1 0.0
0.1 0.0 -0.3
-0.1 0.1 0.0
0.0 -0.2 0.1

***

[5]
The following is a quantum chemistry calculation of a 2-piece molecular cluster, C5H11NO overall, from OMol25.

The value obtained for the energy relative to the best compared isomer or geometry (same formula, charge and spin) is 83.7 kcal/mol.

Each line ends with the natural charge from an NBO analysis.
Positions of all 18 atoms, in Å:
C  -1.6254  2.1074  -1.0397  -0.36
C  -0.3322  2.4234  -0.8013  -0.22
C  0.5877  1.2824  -0.4820  -0.23
C  0.2321  -0.0086  -0.6730  -0.17
C  1.1289  -1.1427  -0.1915  -0.25
N  2.3266  -0.5789  0.4370  -0.82
H  -2.5593  2.8225  -1.0647  0.20
H  -1.9648  1.1252  -1.3761  0.19
H  0.0957  3.3670  -0.6475  0.21
H  1.2819  1.4367  0.3183  0.21
H  -0.6340  -0.3455  -1.1261  0.18
H  1.5464  -1.7236  -1.0630  0.20
H  0.4933  -1.7265  0.4073  0.16
H  2.9948  -1.2299  0.8849  0.36
H  1.9718  -0.2482  1.3403  0.34
O  -2.2598  -2.4649  1.8231  -0.91
H  -1.7684  -2.1022  1.1226  0.45
H  -1.5152  -2.9936  2.1314  0.46

Cartesian forces, eV/Å:
-1.5 2.3 -0.7
-1.5 -2.8 0.2
-2.2 -1.2 0.0
3.3 0.9 0.9
1.7 1.1 -2.2
0.0 -0.3 2.5
2.4 -0.9 -0.1
0.4 0.0 0.7
-0.1 1.5 0.3
1.0 0.5 -0.5
-1.6 -0.3 -1.2
-1.0 0.3 0.7
-0.5 -1.5 1.1
-0.5 -0.4 -1.3
0.0 0.9 -0.3
0.1 -0.9 1.1
0.3 1.5 -2.0
-0.4 -0.6 0.9

***

Number 1: strongest force on any atom 1.33 eV/A. Number 2: strongest force on any atom 2.15 eV/A. Number 3: strongest force on any atom 3.34 eV/A. Number 4: strongest force on any atom 3.04 eV/A. Number 5: strongest force on any atom 3.54 eV/A.